--- A ---
{"formula": "C2H6Cl2NPS", "method": "the ωB97M-V functional and the def2-TZVPD basis", "species": ["C", "C", "N", "P", "S", "Cl", "Cl", "H", "H", "H", "H", "H", "H"], "xyz": [[1.8673, 0.4578, 0.2982], [0.8096, -1.4715, -0.4704], [0.7208, -0.3971, 0.1655], [-2.0702, 0.1008, -0.3814], [-2.3483, 2.0728, 0.3582], [-3.9518, -0.2648, -1.0176], [-2.1116, -0.9767, 1.3227], [2.6042, 0.0002, 0.9589], [2.3506, 0.6490, -0.6643], [1.5476, 1.4024, 0.7367], [-0.0722, -2.0929, -0.5520], [-1.0666, 2.3585, 0.1987], [1.7207, -1.8384, -0.9532]], "lowdin_charge": [-0.136, -0.108, -0.173, -0.231, 0.306, 0.099, 0.130, 0.082, 0.081, 0.063, 0.038, -0.234, 0.083], "gap_ev": 9.767, "charge": 0, "lumo_energy_ev": 0.68, "smiles": "SP(Cl)Cl.C=NC", "mol_weight_g_mol": 178.024}



--- B ---
{"formula": "C2H6Cl2NPS", "method": "the ωB97M-V functional and the def2-TZVPD basis", "species": ["C", "C", "N", "P", "S", "Cl", "Cl", "H", "H", "H", "H", "H", "H"], "xyz": [[1.8319, -1.3463, 0.1421], [1.5530, 1.0310, 0.1067], [1.1936, -0.1006, 0.4830], [-2.0731, 0.2789, -0.2062], [-3.7933, 1.4371, -0.6000], [-2.9147, -1.4585, -0.8333], [-2.2654, 0.1000, 1.7801], [2.9687, -1.4670, -0.1337], [1.7860, -1.8709, 1.1655], [1.2273, -1.9809, -0.5533], [1.0856, 1.9763, 0.6416], [-2.9795, 2.0710, -1.3941], [2.3798, 1.3300, -0.5985]], "lowdin_charge": [-0.174, -0.126, -0.143, -0.249, 0.299, 0.083, 0.116, 0.099, 0.088, 0.076, 0.096, -0.244, 0.079], "gap_ev": 10.139, "charge": 0, "lumo_energy_ev": 0.61, "smiles": "SP(Cl)Cl.C=NC", "mol_weight_g_mol": 178.024}



Which of them is the most stable? Correct choice: A.



--- A ---
{"formula": "C3H3ClO2", "method": "the ωB97M-V functional and the def2-TZVPD basis", "species": ["C", "C", "C", "O", "O", "Cl", "H", "H", "H"], "xyz": [[-0.7164, -1.5375, -0.7539], [-0.4929, 2.3668, 1.2515], [-0.0256, -2.3388, -0.0775], [-1.6154, -0.8090, -1.0238], [-0.6993, 1.3373, 1.6583], [-4.7930, -1.3000, -0.8120], [-0.4465, -2.7010, 0.8281], [-3.5450, -1.4490, -0.8199], [0.8808, -2.7083, -0.4707]], "lowdin_charge": [-0.256, -0.007, 0.023, 0.091, 0.014, 0.318, 0.081, -0.323, 0.058], "gap_ev": 10.019, "charge": 0, "lumo_energy_ev": -0.03, "mol_weight_g_mol": 106.508}



--- B ---
{"formula": "C3H3ClO2", "method": "the ωB97M-V functional and the def2-TZVPD basis", "species": ["C", "C", "C", "O", "O", "Cl", "H", "H", "H"], "xyz": [[-1.7661, -0.0189, 0.0024], [-2.3570, -1.1310, -0.1556], [2.0478, -0.8304, -0.4896], [-2.9185, -2.1401, -0.3304], [1.9981, 0.3166, -0.2187], [1.0923, -2.1409, 0.2935], [-2.3834, 0.7406, 0.0954], [-0.7030, 0.1438, -0.0678], [2.6967, -1.4506, -1.0373]], "lowdin_charge": [0.017, -0.292, -0.625, 0.159, 0.049, 0.588, 0.015, 0.040, 0.048], "gap_ev": 9.569, "charge": 0, "lumo_energy_ev": 0.20, "smiles": "C=C=O.O=CCl", "mol_weight_g_mol": 106.508}



Which of them is the most stable? Correct choice: A.



--- A ---
{"formula": "H10O5", "method": "the ωB97M-V functional and the def2-TZVPD basis", "species": ["O", "H", "H", "O", "H", "H", "O", "H", "H", "O", "H", "H", "O", "H", "H"], "xyz": [[-6.0124, 7.1792, -22.6876], [-5.1825, 6.9439, -22.2726], [-6.4602, 6.3435, -22.8195], [-11.0739, 9.1710, -20.9603], [-10.1624, 9.4599, -21.0037], [-11.0490, 8.3779, -20.4250], [-5.9701, 9.9328, -22.3921], [-5.9865, 9.0164, -22.6680], [-5.2988, 10.3370, -22.9418], [-8.2871, 9.2985, -20.7960], [-8.1838, 8.3920, -21.0856], [-7.5349, 9.7571, -21.1703], [-6.8173, 10.4645, -18.5781], [-7.3970, 9.7724, -18.8962], [-7.2647, 10.8178, -17.8092]], "lowdin_charge": [-0.368, -0.062, -0.074, -0.103, -0.026, 0.015, -0.159, -0.045, 0.019, -0.127, 0.011, 0.003, -0.093, -0.005, 0.016], "gap_ev": [2.972, 11.013], "charge": -1, "lumo_energy_ev": [3.49, 3.46], "spin_multiplicity": 2, "mol_weight_g_mol": 90.075}



--- B ---
{"formula": "H10O5", "method": "the ωB97M-V functional and the def2-TZVPD basis", "species": ["O", "H", "H", "O", "H", "H", "O", "H", "O", "H", "H", "H", "O", "H", "H"], "xyz": [[-0.3515, -1.8063, -2.5122], [-0.7851, -1.4448, -1.3547], [-0.9242, -2.2497, -3.1310], [-0.8565, -0.8879, -0.3328], [-0.6280, 0.0426, -0.6344], [-0.0041, -1.2210, 0.0653], [0.3755, 1.4025, -1.6219], [1.0054, 0.3446, -1.6338], [1.7789, -0.5304, -1.8557], [1.0147, -1.1432, -2.2316], [2.1166, -0.1013, -2.6686], [0.2958, 1.9821, -0.8629], [-1.0586, 2.2065, 5.9551], [-1.2574, 2.1120, 6.9028], [-0.7215, 1.2943, 5.9166]], "lowdin_charge": [-0.354, 0.010, -0.023, -0.156, 0.045, 0.001, -0.367, -0.036, -0.095, 0.034, 0.082, -0.045, -0.142, 0.017, 0.027], "gap_ev": [2.282, 9.310], "charge": -1, "lumo_energy_ev": [3.09, 3.07], "spin_multiplicity": 2, "mol_weight_g_mol": 90.075}



Which of them is the most stable? Correct choice: A.



--- A ---
{"formula": "C4H12NO2", "method": "the ωB97M-V functional and the def2-TZVPD basis", "species": ["C", "C", "C", "C", "N", "H", "H", "H", "H", "H", "H", "H", "H", "H", "H", "O", "H", "H", "O"], "xyz": [[1.6748, -1.6016, -0.9897], [1.0326, -0.3470, -0.5697], [1.8202, 0.8027, -0.3467], [-1.2477, 0.2393, 0.0237], [-0.1641, -0.4562, 0.1809], [1.0024, -2.4516, -0.8474], [1.9473, -1.5500, -2.0526], [2.5353, -1.7519, -0.3355], [1.5286, 1.7874, 0.0111], [2.7770, 0.8347, -0.8678], [-1.4028, 0.9326, -0.8131], [-1.9853, 0.2518, 0.8211], [-0.2778, -1.2935, 0.8076], [-3.1745, 3.3444, -1.1207], [-1.9514, 3.0383, -1.9710], [-2.5444, 2.6343, -1.3197], [-0.5398, -1.9802, 3.1701], [0.9946, -1.8422, 2.8773], [0.1169, -1.5196, 2.6293]], "lowdin_charge": [0.055, -0.147, 0.356, 0.294, 0.097, 0.121, 0.152, 0.146, 0.136, 0.137, 0.110, 0.159, 0.162, 0.077, 0.060, -0.061, 0.091, 0.083, -0.028], "gap_ev": [7.827, 4.825], "charge": 2, "lumo_energy_ev": [-10.54, -13.53], "spin_multiplicity": 2, "mol_weight_g_mol": 106.145}



--- B ---
{"formula": "C4H12NO2", "method": "the ωB97M-V functional and the def2-TZVPD basis", "species": ["C", "C", "C", "C", "O", "N", "H", "H", "H", "H", "H", "H", "H", "H", "H", "H", "H", "H", "O"], "xyz": [[0.8062, 0.1812, -0.5643], [-0.4776, -0.5640, -0.9263], [-0.9344, -1.9336, -0.2735], [-0.5439, -2.5807, 1.0718], [0.1592, -2.0498, 1.8691], [0.6512, 0.8777, 0.7861], [1.6086, -0.5552, -0.4857], [1.0302, 0.9628, -1.2854], [-1.3124, 0.1475, -0.9279], [-0.4328, -0.9266, -1.9625], [-2.0254, -2.0586, -0.3165], [-0.7492, -2.6728, -1.0929], [-1.0703, -3.5387, 1.2703], [0.4169, 0.1496, 1.4534], [0.0331, 1.7002, 0.6835], [1.5248, 1.1318, 1.2625], [1.2061, 3.8923, -0.0407], [-0.2103, 4.3091, -0.3449], [0.3197, 3.5277, -0.1760]], "lowdin_charge": [-0.099, -0.116, -0.042, 0.006, 0.362, 0.197, 0.144, 0.141, 0.139, 0.144, 0.160, 0.169, 0.229, 0.127, 0.141, 0.188, 0.074, 0.073, -0.039], "gap_ev": [9.183, 5.054], "charge": 2, "lumo_energy_ev": [-9.68, -13.80], "spin_multiplicity": 2, "mol_weight_g_mol": 106.145}



Which of them is the most stable? Correct choice: B.



--- A ---
{"formula": "C7H14N4O", "method": "the ωB97M-V functional and the def2-TZVPD basis", "species": ["C", "C", "C", "C", "C", "C", "C", "N", "N", "N", "N", "O", "H", "H", "H", "H", "H", "H", "H", "H", "H", "H", "H", "H", "H", "H"], "xyz": [[-0.6183, -1.4215, -1.6944], [0.7130, -1.2911, -1.6308], [-0.1167, -0.9393, 0.4797], [-0.1235, 3.4629, -0.3508], [-2.2346, -2.0503, 0.2372], [2.3535, -1.0401, 0.2449], [0.1801, 2.3688, 0.6508], [-1.1622, -1.2096, -0.3546], [1.0716, -0.7781, -0.4322], [1.1859, 2.3316, 1.4443], [-0.7586, 1.3539, 0.7493], [-0.3749, 0.1835, 1.3971], [-1.3417, -1.8668, -2.4358], [1.5161, -1.2291, -2.3313], [0.0210, -1.7859, 1.2704], [-0.9488, 3.0040, -0.8576], [-0.3998, 4.4883, 0.1878], [0.7377, 3.7033, -1.0086], [-1.7586, -2.8237, 0.7960], [-2.9146, -1.4429, 0.8418], [-2.7352, -2.5760, -0.5598], [2.4845, -2.1343, 0.4415], [3.2007, -0.6358, -0.2462], [2.3066, -0.3953, 1.2349], [1.2462, 1.4117, 1.8873], [-1.5292, 1.3118, 0.0391]], "lowdin_charge": [-0.049, -0.130, -0.346, -0.028, -0.021, -0.046, -0.499, -0.138, -0.111, 0.106, -0.003, -0.082, 0.122, 0.115, 0.177, 0.042, 0.125, 0.084, 0.069, 0.093, 0.077, 0.094, 0.061, 0.116, 0.019, 0.151], "gap_ev": 8.462, "charge": 0, "lumo_energy_ev": 0.85, "smiles": "[H]/N=C(/C)NOC1N(C)C=CN1C", "mol_weight_g_mol": 170.216}



--- B ---
{"formula": "C7H14N4O", "method": "the ωB97M-V functional and the def2-TZVPD basis", "species": ["O", "N", "C", "C", "N", "N", "N", "C", "C", "C", "C", "C", "H", "H", "H", "H", "H", "H", "H", "H", "H", "H", "H", "H", "H", "H"], "xyz": [[0.6241, -0.2803, -3.2870], [0.2460, 2.3466, 1.5144], [0.3461, -1.2149, -2.5671], [0.2370, 2.8813, 2.6926], [-0.6195, 3.8502, 3.0828], [0.2187, -1.0290, -1.2064], [1.0981, 2.4309, 3.6003], [-0.0309, -2.5582, -3.2394], [0.3813, 0.2899, -0.5513], [1.5855, 1.1634, 3.0681], [0.9529, 0.0628, 0.8415], [1.3389, 1.3754, 1.5631], [-1.3050, 4.1295, 2.3470], [-0.2171, 4.5637, 3.6772], [-0.0823, -1.8244, -0.6453], [0.7079, 2.4343, 4.5409], [-1.0580, -2.8126, -3.0573], [0.1727, -2.4928, -4.2928], [0.5886, -3.3256, -2.7650], [1.0272, 0.9347, -1.1176], [-0.5815, 0.7848, -0.4798], [1.0837, 0.3190, 3.5132], [2.6560, 1.0210, 3.2743], [0.2918, -0.5504, 1.4581], [1.8578, -0.5239, 0.7332], [2.2382, 1.7831, 1.0611]], "lowdin_charge": [0.037, 0.119, -0.526, -0.576, 0.129, 0.044, 0.052, -0.001, -0.175, -0.132, -0.166, -0.332, 0.125, 0.098, 0.135, 0.140, 0.066, 0.072, 0.074, 0.115, 0.112, 0.108, 0.116, 0.110, 0.111, 0.146], "gap_ev": 9.334, "charge": 0, "lumo_energy_ev": 0.81, "smiles": "CC(=O)NCC[C@@H]1CNC(N)=N1", "mol_weight_g_mol": 170.216}



--- C ---
{"formula": "C7H14N4O", "method": "the ωB97M-V functional and the def2-TZVPD basis", "species": ["C", "C", "C", "C", "C", "C", "C", "H", "H", "H", "H", "H", "H", "H", "H", "H", "H", "H", "H", "H", "H", "N", "N", "N", "N", "O"], "xyz": [[-1.8963, 2.4317, 0.5005], [-4.4127, 0.3795, -0.1423], [-4.7171, -1.0536, -0.2388], [0.2884, -1.3995, 0.2980], [1.8076, -1.5370, 0.1707], [3.9860, -0.4312, -0.1648], [2.0066, 0.9319, -0.2944], [-1.6963, 3.4940, 0.6998], [-1.1362, 1.7077, 0.8718], [-5.2364, 1.1009, -0.0462], [-5.8187, -1.2113, -0.2731], [0.0319, -0.6806, 1.0733], [-0.1336, -1.0349, -0.6526], [-0.1942, -2.3558, 0.5128], [2.0232, -2.2320, -0.6630], [2.2087, -2.0515, 1.0732], [4.3478, -0.1003, -1.1610], [4.5491, 0.1844, 0.5709], [4.2589, -1.4871, -0.0303], [0.9299, 0.9391, -0.2688], [3.6242, 1.8627, -0.5829], [-2.9161, 2.0507, -0.1316], [-3.1960, 0.7158, -0.2279], [2.5581, -0.2995, -0.0258], [2.6249, 2.0182, -0.5268], [-3.8917, -1.9424, -0.3406]], "lowdin_charge": [-0.015, -0.124, -0.252, -0.099, -0.239, -0.086, -0.304, 0.078, 0.068, 0.118, 0.113, 0.062, 0.080, 0.079, 0.118, 0.120, 0.095, 0.096, 0.086, 0.083, 0.005, -0.060, 0.034, -0.184, 0.074, 0.052], "gap_ev": 7.751, "charge": 0, "lumo_energy_ev": -0.78, "smiles": "[H]/N=C\\N(C)CC.C=N/N=C/C=O", "mol_weight_g_mol": 170.216}



Which of them is the most stable? Correct choice: B.